[1]
Computed, not measured: a 12-piece molecular cluster, C28H50O44S11 overall, with ωB97M-V/def2-TZVPD.

Each line ends with the Löwdin charge.
Cartesian coordinates (Å):
1 O -7.35 3.27 23.59  -0.245
2 S -8.41 2.35 24.03  0.741
3 O -8.53 2.00 25.45  -0.231
4 O -9.87 2.76 23.41  -0.231
5 C -10.77 1.65 23.29  -0.148
6 C -9.84 0.74 22.56  -0.140
7 O -8.49 0.98 23.10  -0.226
8 H -10.91 1.23 24.29  0.129
9 H -11.76 1.70 22.82  0.154
10 H -9.72 0.98 21.51  0.129
11 H -10.14 -0.30 22.68  0.135
12 O -4.66 2.15 26.05  -0.223
13 S -3.36 2.04 26.62  0.773
14 O -3.12 2.25 28.11  -0.275
15 O -2.54 0.69 26.09  -0.221
16 C -2.25 0.80 24.67  -0.111
17 C -1.85 2.33 24.60  -0.191
18 O -2.32 3.00 25.71  -0.231
19 H -1.40 0.14 24.47  0.132
20 H -3.08 0.36 24.11  0.106
21 H -2.16 2.86 23.70  0.108
22 H -0.78 2.45 24.80  0.135
23 O -9.20 11.90 25.27  -0.263
24 S -9.55 11.51 23.89  0.757
25 O -10.94 11.51 23.49  -0.201
26 O -8.49 12.30 22.79  -0.221
27 C -7.17 11.84 22.96  -0.191
28 C -7.28 10.38 23.43  -0.157
29 O -8.70 10.16 23.57  -0.242
30 H -6.72 11.87 21.97  0.135
31 H -6.73 12.44 23.75  0.123
32 H -6.90 10.32 24.45  0.116
33 H -6.92 9.72 22.64  0.100
34 O -1.16 5.55 19.69  -0.213
35 S -1.33 6.11 21.00  0.774
36 O -1.03 5.25 22.18  -0.244
37 O -0.53 7.59 21.05  -0.171
38 C -1.42 8.65 21.25  -0.202
39 C -2.69 8.21 20.63  -0.224
40 O -2.81 6.91 21.11  -0.233
41 H -1.66 8.84 22.30  0.129
42 H -1.01 9.57 20.83  0.147
43 H -2.73 8.42 19.57  0.147
44 H -3.55 8.66 21.12  0.135
45 O -7.48 6.24 27.99  -0.266
46 S -6.30 5.33 28.07  0.749
47 O -6.43 4.06 27.39  -0.242
48 O -4.87 6.05 27.81  -0.243
49 C -3.83 5.61 28.68  -0.166
50 C -4.41 5.08 29.95  -0.131
51 O -5.85 4.99 29.68  -0.205
52 H -3.42 4.81 28.07  0.108
53 H -3.22 6.51 28.72  0.139
54 H -4.16 5.75 30.77  0.133
55 H -4.02 4.07 30.09  0.126
56 O -13.01 5.82 23.47  -0.245
57 S -11.61 6.25 23.76  0.741
58 O -10.72 6.54 22.62  -0.246
59 O -11.48 7.49 24.76  -0.223
60 C -10.33 7.34 25.64  -0.095
61 C -9.91 5.85 25.56  -0.188
62 O -10.96 5.25 24.88  -0.205
63 H -9.75 8.22 25.40  0.121
64 H -10.83 7.56 26.59  0.130
65 H -9.85 5.43 26.57  0.131
66 H -9.01 5.52 25.04  0.116
67 O -1.99 9.64 28.44  -0.253
68 S -2.03 9.82 26.97  0.756
69 O -0.98 9.19 26.14  -0.242
70 O -3.53 9.43 26.49  -0.205
71 C -4.32 10.53 26.31  -0.232
72 C -3.60 11.75 26.80  -0.190
73 O -2.26 11.41 26.59  -0.176
74 H -4.72 10.54 25.29  0.122
75 H -5.16 10.40 26.99  0.143
76 H -3.85 11.90 27.85  0.136
77 H -3.95 12.64 26.28  0.144
78 O -3.06 -0.24 21.64  -0.261
79 S -3.35 0.93 20.78  0.768
80 O -2.50 1.11 19.60  -0.236
81 O -4.91 0.86 20.27  -0.219
82 C -5.76 1.22 21.32  -0.154
83 C -5.00 2.40 22.08  -0.181
84 O -3.66 2.36 21.63  -0.218
85 H -6.61 1.59 20.74  0.124
86 H -6.04 0.29 21.82  0.128
87 H -5.14 2.39 23.16  0.106
88 H -5.42 3.34 21.74  0.089
89 O -5.90 6.73 21.23  -0.230
90 S -6.15 6.73 22.65  0.762
91 O -7.56 6.91 23.13  -0.233
92 O -5.45 5.43 23.40  -0.204
93 C -4.28 5.68 24.10  -0.141
94 C -4.34 7.22 24.39  -0.199
95 O -5.12 7.79 23.43  -0.199
96 H -4.24 5.02 24.96  0.133
97 H -3.48 5.55 23.37  0.107
98 H -3.34 7.64 24.23  0.130
99 H -4.65 7.30 25.43  0.115
100 O -11.62 3.36 19.84  -0.244
101 S -10.42 4.05 19.43  0.751
102 O -9.91 3.78 18.09  -0.252
103 O -10.43 5.71 19.65  -0.185
104 C -9.07 6.07 19.92  -0.154
105 C -8.54 4.96 20.94  -0.207
106 O -9.21 3.77 20.60  -0.225
107 H -8.54 5.99 18.97  0.101
108 H -8.96 6.98 20.52  0.114
109 H -8.98 5.15 21.92  0.083
110 H -7.47 4.78 20.98  0.093
111 O -6.13 2.14 17.94  -0.221
112 S -6.08 3.60 18.01  0.770
113 O -7.17 4.46 17.53  -0.245
114 O -5.59 4.09 19.50  -0.219
115 C -4.47 4.95 19.38  -0.189
116 C -3.65 4.41 18.15  -0.178
117 O -4.65 4.07 17.26  -0.185
118 H -4.78 5.99 19.47  0.098
119 H -3.83 4.94 20.26  0.094
120 H -3.05 3.55 18.45  0.117
121 H -2.93 5.09 17.70  0.129
122 C -9.75 10.15 18.59  -0.054
123 C -8.92 10.04 19.74  -0.063
124 C -7.73 9.32 19.61  -0.105
125 C -7.44 8.61 18.45  -0.104
126 C -8.20 8.81 17.32  -0.103
127 C -9.33 9.56 17.38  -0.089
128 H -10.61 10.80 18.62  0.098
129 H -9.29 10.42 20.68  0.090
130 H -7.11 9.26 20.50  0.071
131 H -6.57 7.98 18.35  0.100
132 H -7.90 8.40 16.37  0.111
133 H -9.97 9.71 16.52  0.103

Output
HOMO energy, eV: -9.4686
Total charge: 0
SMILES: O=S1(=O)OCCO1.O=S1(=O)OCCO1.O=S1(=O)OCCO1.O=S1(=O)OCCO1.O=S1(=O)OCCO1.O=S1(=O)OCCO1.O=S1(=O)OCCO1.O=S1(=O)OCCO1.O=S1(=O)OCCO1.O=S1(=O)OCCO1.O=S1(=O)OCCO1.c1ccccc1
Electronic energy, eV: -239106.91092
Lowest unoccupied orbital energy, Ha: -0.0241
Maximum force, eV/Å: 5.7

[2]
Computed, not measured: a 2-piece molecular cluster, C6H14N2 overall, with ωB97M-V/def2-TZVPD.

Each line ends with the Löwdin charge.
Cartesian coordinates (Å):
1 C 2.00 0.97 -0.06  -0.143
2 C 0.90 -2.32 1.09  -0.094
3 C 0.92 -0.84 0.81  -0.332
4 N 1.92 -0.35 0.10  -0.064
5 H 0.45 -0.21 1.57  0.115
6 H 0.71 1.01 -0.90  0.086
7 H 1.67 1.64 0.74  0.081
8 H 2.83 1.35 -0.65  0.066
9 H 1.49 -2.55 1.98  0.072
10 H -0.11 -2.68 1.28  0.055
11 H 1.31 -2.87 0.25  0.075
12 C -1.26 2.00 -0.89  -0.104
13 N -1.92 -0.54 0.37  0.062
14 C -0.83 -0.48 -0.51  -0.234
15 C -0.50 0.73 -1.20  -0.262
16 H -1.96 -1.36 0.96  0.078
17 H -2.25 0.32 0.77  0.078
18 H -0.64 -1.41 -1.03  0.121
19 H -0.36 0.56 -2.27  0.121
20 H -1.12 2.30 0.16  0.073
21 H -0.90 2.83 -1.50  0.074
22 H -2.34 1.89 -1.06  0.074

Output
HOMO energy, eV: -7.3771
Total charge: 0
ΔE to the lowest compared entry with this formula, charge and spin, kJ/mol: 296.8
Electronic energy, eV: -9426.40864
Lowest unoccupied orbital energy, Ha: 0.0369
Maximum force, eV/Å: 0.9

[3]
Computed, not measured: C40H28F3FeN4O3S as an isolated structure, with ωB97M-V/def2-TZVPD.

Each line ends with the Löwdin charge.
Cartesian coordinates (Å):
1 Fe -0.76 -0.23 0.51  0.796
2 C -3.01 3.64 0.95  -0.024
3 C -2.06 2.68 0.58  -0.082
4 N -2.26 1.38 0.74  0.075
5 C -3.40 0.98 1.34  -0.142
6 C -4.40 1.85 1.72  -0.130
7 C -4.18 3.23 1.51  0.008
8 C -5.61 1.35 2.34  -0.011
9 C -5.77 0.04 2.57  -0.015
10 C -4.74 -0.90 2.21  -0.130
11 C -4.84 -2.28 2.45  -0.003
12 C -3.83 -3.11 2.10  -0.032
13 C -2.68 -2.55 1.50  -0.093
14 N -2.57 -1.27 1.26  0.067
15 C -3.57 -0.45 1.60  -0.136
16 H -2.79 4.69 0.79  0.113
17 H -1.12 2.97 0.13  0.125
18 H -4.93 3.94 1.81  0.123
19 H -6.37 2.06 2.63  0.118
20 H -6.68 -0.33 3.04  0.117
21 H -5.74 -2.67 2.93  0.123
22 H -3.88 -4.17 2.28  0.110
23 H -1.85 -3.17 1.20  0.123
24 C 5.07 -0.20 -0.97  -0.080
25 C 4.36 -0.94 -1.91  -0.072
26 C 2.99 -0.85 -2.00  -0.014
27 C 2.29 0.00 -1.12  -0.264
28 C 3.00 0.70 -0.14  -0.011
29 C 4.37 0.61 -0.07  -0.075
30 N 0.92 0.14 -1.06  0.090
31 N 0.10 -0.32 -2.04  -0.110
32 C -1.08 -1.01 -3.75  -0.112
33 C -1.68 -1.30 -5.00  -0.034
34 C -2.92 -1.86 -5.01  -0.089
35 C -3.64 -2.14 -3.81  -0.100
36 C -3.10 -1.84 -2.59  -0.049
37 C -1.81 -1.26 -2.53  -0.193
38 H 6.15 -0.27 -0.92  0.102
39 H 4.89 -1.60 -2.59  0.106
40 H 2.45 -1.46 -2.71  0.112
41 H 2.44 1.31 0.56  0.110
42 H 4.91 1.17 0.68  0.105
43 H -1.18 -1.07 -5.93  0.101
44 H -3.39 -2.09 -5.96  0.098
45 H -4.63 -2.58 -3.87  0.094
46 H -3.66 -2.04 -1.68  0.101
47 C 3.50 -1.22 7.81  -0.053
48 C 2.64 -0.72 6.68  -0.273
49 C 1.42 -1.32 6.37  -0.040
50 C 0.62 -0.84 5.35  -0.048
51 C 1.04 0.26 4.61  -0.275
52 C 2.25 0.88 4.91  -0.046
53 C 3.04 0.39 5.93  -0.040
54 S 0.02 0.90 3.33  0.473
55 O 0.57 2.18 2.93  -0.321
56 O -1.35 0.89 3.79  -0.307
57 O 0.19 -0.11 2.23  -0.425
58 H 3.13 -2.17 8.20  0.072
59 H 3.50 -0.51 8.64  0.082
60 H 4.53 -1.36 7.50  0.079
61 H 1.10 -2.19 6.94  0.110
62 H -0.33 -1.31 5.12  0.116
63 H 2.55 1.75 4.33  0.110
64 H 3.98 0.87 6.16  0.115
65 F 4.29 3.23 -6.69  0.136
66 C 4.14 1.91 -6.86  -0.594
67 F 3.88 1.70 -8.16  0.137
68 F 5.34 1.34 -6.61  0.141
69 C 3.06 1.34 -5.98  -0.130
70 C 2.68 2.00 -4.83  0.002
71 C 1.72 1.44 -4.00  -0.011
72 C 1.14 0.21 -4.29  -0.170
73 C 1.54 -0.44 -5.46  -0.016
74 C 2.49 0.12 -6.30  -0.002
75 C 0.14 -0.39 -3.41  -0.132
76 C -1.08 -0.78 -1.45  -0.085
77 H 3.12 2.96 -4.58  0.122
78 H 1.41 1.98 -3.10  0.119
79 H 1.12 -1.41 -5.70  0.117
80 H 2.79 -0.40 -7.20  0.124

Output
HOMO energy (alpha / beta), eV: -6.8945 / -6.9621
Total charge: 0
2S+1: 6
ΔE to the lowest compared entry with this formula, charge and spin, kJ/mol: 71.9
Electronic energy, eV: -107413.30856
Lowest unoccupied orbital energy (alpha / beta), Ha: -0.0143 / -0.0545
Maximum force, eV/Å: 1.0